No. 1
Formula: C6H6BrF3N2O
Source: the OMol25 dataset
Level of theory: wB97M-V/def2-TZVPD

Geometry as ORCA input:
```
! wB97M-V def2-TZVPD RIJCOSX def2/J DEFGRID3
* xyz 0 1
C 1.7209 -1.6513 -0.0273
C 2.4358 -0.4646 0.1324
C 1.5529 0.4919 0.5782
C -0.8193 0.6229 1.1084
C -0.4736 -2.4692 0.5045
C -1.9217 -2.1501 0.3240
N 0.4350 -1.4197 0.3180
N 0.3324 -0.1171 0.6759
O -0.0720 -3.6664 -0.0514
F -2.6261 -3.2264 -0.0374
F -2.1934 -1.1989 -0.6379
F -2.5343 -1.6603 1.4291
Br 4.2734 -0.2845 -0.2063
H 2.0477 -2.6300 -0.3170
H -0.4521 1.5834 1.4681
H -1.5126 0.8067 0.2842
H -1.3362 0.1222 1.9247
H 1.7175 1.5230 0.7874
H -0.4804 -3.8316 -0.9149
*
```

Values from the calculation:
energy above the lowest of the compared OMol25 structures with the same formula, charge and spin = 2.0040 eV
electronic energy = -89538.9564 eV
largest force on an atom = 1.91 eV/Å
frontier orbital gap (alpha / beta) = 7.5475 / 7.5463 eV

=====

No. 2
Formula: C6H6BrLi
Source: the OMol25 dataset
Level of theory: wB97M-V/def2-TZVPD

Geometry as ORCA input:
```
! wB97M-V def2-TZVPD RIJCOSX def2/J DEFGRID3
* xyz 0 1
Li -4.1563 1.5857 -1.1441
Br -3.6034 0.0605 -2.9841
C -0.4425 -0.0364 -0.5041
C -0.3044 0.8349 0.5637
C 0.7985 0.7547 1.3960
C 1.7400 -0.2432 1.1943
C 1.5712 -1.1425 0.1551
C 0.4883 -1.0402 -0.7024
H -1.2600 0.1020 -1.2043
H -1.0597 1.5978 0.7237
H 0.9473 1.4886 2.1795
H 2.6100 -0.2927 1.8360
H 2.3114 -1.9200 -0.0003
H 0.3598 -1.7491 -1.5090
*
```

Values from the calculation:
energy above the lowest of the compared OMol25 structures with the same formula, charge and spin = 0.0000 eV
electronic energy = -76568.0596 eV
largest force on an atom = 1.20 eV/Å
frontier orbital gap = 7.5469 eV

=====

No. 3
Formula: C6H6BrN3O2S
Source: the OMol25 dataset
Level of theory: wB97M-V/def2-TZVPD

Geometry as ORCA input:
```
! wB97M-V def2-TZVPD RIJCOSX def2/J DEFGRID3
* xyz 0 1
C 1.5932 -1.8894 0.0929
C 4.4114 -0.0622 0.1973
C -0.2204 0.9976 0.2160
C 2.8646 -1.8331 0.8598
C 1.9330 0.8104 1.2040
C -2.0316 1.1359 -1.1300
N 0.8664 -0.9001 -0.2294
N 3.9506 -1.1905 0.5388
N 0.9482 0.2882 0.3948
O -0.5028 1.9020 0.9322
O -0.8024 0.5245 -0.9019
S 3.4562 1.4339 0.7331
Br 6.1884 0.1503 -0.5146
H 1.4420 -2.8264 -0.3753
H 2.9790 -2.6101 1.6494
H 1.4405 1.4620 1.9109
H -2.2760 1.2715 -2.1196
H -1.9819 2.0447 -0.5707
H -2.6824 0.4513 -0.6891
*
```

Values from the calculation:
energy above the lowest of the compared OMol25 structures with the same formula, charge and spin = 2.8878 eV
electronic energy = -95757.4198 eV
largest force on an atom = 3.32 eV/Å
frontier orbital gap (alpha / beta) = 6.9911 / 7.0095 eV

=====

No. 4
Formula: C6H6Cl2N2O2
Source: the OMol25 dataset
Level of theory: wB97M-V/def2-TZVPD

Geometry as ORCA input:
```
! wB97M-V def2-TZVPD RIJCOSX def2/J DEFGRID3
* xyz 0 1
C -0.9726 -1.8816 0.8567
C 0.2632 -2.0187 0.1384
C -1.6223 -0.7118 0.9057
C 0.9226 -0.9301 -0.3287
C -1.0871 0.4799 0.1866
C 0.3784 0.3724 -0.0331
N 0.9945 1.8660 -1.5878
N 1.1982 1.3012 0.7698
O 0.6285 2.2674 1.2160
O 2.3487 1.0116 0.9513
Cl 2.4365 -1.0498 -1.1233
Cl -1.9707 0.5042 -1.4130
H -1.3682 -2.7548 1.3501
H 0.6917 -2.9993 0.0115
H -2.5834 -0.6004 1.3801
H -1.3296 1.4310 0.6700
H 0.9123 1.2651 -2.4051
H 0.1594 2.4478 -1.5452
*
```

Values from the calculation:
energy above the lowest of the compared OMol25 structures with the same formula, charge and spin = 3.2470 eV
electronic energy = -38433.0090 eV
largest force on an atom = 3.97 eV/Å
frontier orbital gap (alpha / beta) = 7.3792 / 7.2457 eV

=====

No. 5
Formula: C6H6ClN5O4S
Source: the OMol25 dataset
Level of theory: wB97M-V/def2-TZVPD

Geometry as ORCA input:
```
! wB97M-V def2-TZVPD RIJCOSX def2/J DEFGRID3
* xyz 0 1
O 3.0441 -2.4082 0.7920
N 1.8741 -2.1278 0.4849
N 1.6402 -1.3305 -0.6281
C 2.6113 -1.2104 -1.7103
C 3.5090 -0.0493 -1.3899
Cl 2.6780 1.5349 -1.5963
C 0.4043 -0.7180 -0.7618
O 0.0573 -0.1047 -1.7778
N -0.5384 -0.9429 0.2163
C -1.5776 -0.0957 0.5357
N -2.0308 -0.3649 1.7214
C -2.9731 0.5845 2.0796
C -3.2218 1.5581 1.1427
N -4.0958 2.6239 1.3186
O -4.2513 3.4314 0.3726
O -4.7132 2.7126 2.3782
S -2.2695 1.2769 -0.2965
H 3.1939 -2.1249 -1.8337
H 2.0908 -1.0393 -2.6494
H 4.4139 -0.0958 -2.0254
H 3.8651 -0.0771 -0.3551
H -0.2358 -1.5809 0.9230
H -3.4744 0.5481 3.0594
*
```

Values from the calculation:
energy above the lowest of the compared OMol25 structures with the same formula, charge and spin = 0.0000 eV
electronic energy = -45312.3334 eV
SMILES string = O=NN(CCCl)C(=O)Nc1ncc([N+](=O)[O-])s1
largest force on an atom = 3.96 eV/Å
frontier orbital gap = 8.4281 eV

=====

No. 6
Formula: C6H6F5NOS
Source: the OMol25 dataset
Level of theory: wB97M-V/def2-TZVPD

Geometry as ORCA input:
```
! wB97M-V def2-TZVPD RIJCOSX def2/J DEFGRID3
* xyz 0 3
C 1.7641 -0.0926 0.6926
C 1.2542 -0.3862 2.0861
C -0.4841 0.4463 0.4261
C 1.1806 1.0366 -1.3601
C -1.3986 -1.8153 -0.6964
C -1.7777 1.0187 -0.1579
N 0.8012 0.5528 -0.0757
O 2.8562 -0.1292 0.2321
F -1.3421 -2.4826 0.4699
F -0.3586 -2.2374 -1.5219
F -2.8883 0.6380 0.4592
F -1.7272 2.4126 -0.0687
F -1.9703 0.7917 -1.4798
S -0.4877 0.0721 2.1593
H 1.3137 -1.5458 2.2526
H 1.9524 0.2212 2.8376
H 0.7819 2.1547 -1.4813
H 2.3488 0.9900 -1.5225
H 0.6113 0.3431 -2.0280
H -2.4298 -1.9888 -1.2231
*
```

Values from the calculation:
electronic energy = -34275.4658 eV
largest force on an atom = 3.58 eV/Å
frontier orbital gap (alpha / beta) = 7.4971 / 8.2256 eV

=====

Q: What is the largest force on an atom in the first record?
A: 1.91 eV/Å